[1]
Computed, not measured: one molecule with the formula C6H7Cl, with ωB97M-V with the def2-TZVPD basis set.

Values from the calculation:
Relative energy (zero: lowest compared OMol25 entry of this formula, charge and spin) = 7.0769 eV
E_HOMO (alpha / beta) = -7.77 / -7.71 eV
Gap between HOMO and LUMO (alpha / beta) = 7.25 / 7.19 eV

Element x y z (Å)
C1 1.396 -1.789 -0.234
C2 0.886 0.054 0.913
C3 -0.013 -1.631 -0.383
C4 -0.742 -1.837 -1.494
C5 -0.427 -0.544 0.711
C6 1.060 1.507 0.361
Cl1 2.239 -3.111 0.309
H1 -1.715 -1.326 -1.632
H2 -0.294 -2.324 -2.379
H3 -0.665 -1.230 1.578
H4 -1.136 0.283 0.383
H5 1.773 1.435 -0.393
H6 1.287 2.285 1.208
H7 -0.001 1.967 -0.067


[2]
Computed, not measured: C11H26O3Si as an isolated structure, with ωB97M-V with the def2-TZVPD basis set.

Values from the calculation:
Relative energy (zero: lowest compared OMol25 entry of this formula, charge and spin) = 0.3515 eV
E_HOMO = -9.63 eV
Gap between HOMO and LUMO = 10.49 eV

Element x y z (Å)
O1 0.107 -1.244 -0.193
O2 -1.393 0.999 -0.746
O3 1.137 1.142 0.104
C1 -0.196 -3.485 -0.843
C2 -1.979 -1.772 -1.344
C3 -1.100 2.844 0.675
C4 -3.101 1.311 1.079
C5 1.062 0.094 2.430
C6 2.915 1.612 1.663
C7 2.047 -0.800 -2.387
C8 -0.961 -2.256 -0.366
C9 -1.642 1.463 0.578
C10 1.898 0.570 1.154
C11 1.011 0.384 -2.452
Si1 0.101 0.297 -0.760
H1 0.455 -3.880 -0.071
H2 0.348 -3.173 -1.725
H3 -0.933 -4.256 -1.119
H4 -2.491 -2.636 -1.796
H5 -1.548 -1.177 -2.131
H6 -2.836 -1.220 -0.867
H7 -1.844 3.519 0.276
H8 -0.145 2.935 0.149
H9 -0.938 3.133 1.739
H10 -3.579 0.410 0.670
H11 -3.812 2.039 0.662
H12 -3.175 1.286 2.150
H13 0.350 -0.708 2.343
H14 1.667 -0.361 3.222
H15 0.535 0.928 2.757
H16 2.282 2.499 1.901
H17 3.573 1.834 0.815
H18 3.504 1.304 2.507
H19 2.643 -0.734 -1.416
H20 1.542 -1.756 -2.227
H21 2.639 -0.946 -3.323
H22 -1.390 -2.472 0.646
H23 -1.143 0.767 1.224
H24 2.451 -0.305 0.683
H25 0.396 0.496 -3.308
H26 1.540 1.317 -2.352


[3]
Computed, not measured: C6H6AlO3 as an isolated structure, with ωB97M-V with the def2-TZVPD basis set.

Values from the calculation:
Charge = +1
Relative energy (zero: lowest compared OMol25 entry of this formula, charge and spin) = 7.2407 eV
E_HOMO (alpha / beta) = -12.16 / -11.95 eV
Gap between HOMO and LUMO (alpha / beta) = 6.41 / 3.70 eV

Element x y z (Å)
C1 -1.245 2.892 0.497
C2 -0.463 1.881 0.889
C3 1.030 1.940 0.698
C4 1.917 1.802 1.935
O1 3.265 1.735 1.608
Al1 3.903 1.748 0.322
H1 -0.837 0.857 0.741
H2 1.302 2.885 0.200
H3 1.274 1.064 0.067
H4 1.602 0.893 2.486
H5 1.715 2.674 2.588
O2 -2.346 2.391 -0.481
H6 -2.522 3.095 -1.173
C5 -2.403 1.266 -1.429
C6 -1.782 0.151 -1.488
O3 -0.982 -0.670 -1.884


[4]
Computed, not measured: an isolated ion of composition C5H8N3 and charge +1, with ωB97M-V with the def2-TZVPD basis set.

Values from the calculation:
SMILES = CN/C=N\C=C/C#[NH+]
Charge = +1
Relative energy (zero: lowest compared OMol25 entry of this formula, charge and spin) = 2.8159 eV
E_HOMO = -13.44 eV
Gap between HOMO and LUMO = 9.13 eV

Element x y z (Å)
C1 2.247 -0.292 0.289
N1 0.899 0.200 0.292
C2 0.291 0.988 -0.511
N2 -0.871 1.503 -0.384
C3 -1.946 1.436 0.379
C4 -2.758 0.314 0.542
C5 -2.488 -0.846 -0.176
N3 -2.241 -1.874 -0.705
H1 2.486 -0.368 -0.752
H2 2.934 0.385 0.950
H3 2.286 -1.348 0.827
H4 0.361 -0.112 1.062
H5 0.779 1.304 -1.522
H6 -2.081 2.406 0.944
H7 -3.687 0.294 1.140
H8 -1.857 -2.691 -0.897


[5]
Computed, not measured: an isolated ion of composition C10H19N2 and charge +1, with ωB97M-V with the def2-TZVPD basis set.

Values from the calculation:
Charge = +1
Relative energy (zero: lowest compared OMol25 entry of this formula, charge and spin) = 2.6150 eV
⟨S²⟩ = 2.010
Spin multiplicity = 3
E_HOMO (alpha / beta) = -8.86 / -12.86 eV
Gap between HOMO and LUMO (alpha / beta) = 6.14 / 7.79 eV

Element x y z (Å)
C1 1.551 -0.786 0.636
C2 -0.805 -0.349 0.165
C3 1.685 -1.639 1.572
C4 -1.394 0.552 0.928
C5 1.770 0.238 -1.621
C6 0.547 -0.708 -1.846
C7 -2.485 1.534 0.498
C8 -1.141 0.369 2.324
C9 2.623 1.357 0.540
C10 -1.728 -1.437 -1.713
N1 2.036 0.179 -0.131
N2 -0.836 -0.346 -1.326
H1 2.653 -2.097 1.730
H2 0.845 -2.007 2.102
H3 2.541 -0.060 -2.347
H4 1.528 1.244 -1.896
H5 0.289 -0.841 -2.986
H6 0.667 -1.649 -1.380
H7 -2.792 1.325 -0.510
H8 -3.332 1.373 1.202
H9 -2.096 2.511 0.574
H10 -1.940 0.532 3.034
H11 -0.829 -0.715 2.551
H12 -0.425 1.106 2.827
H13 2.868 0.981 1.515
H14 3.417 1.702 -0.079
H15 2.042 2.229 0.728
H16 -2.184 -1.284 -2.694
H17 -1.240 -2.452 -1.680
H18 -2.662 -1.448 -1.123
H19 -1.174 0.584 -1.597


[6]
Computed, not measured: one molecule with the formula C20H18F6N2OS, with ωB97M-V with the def2-TZVPD basis set.

Values from the calculation:
SMILES = Oc1ccc(C[C@@H]2CNC(=S)N2CCc2cc(C(F)(F)F)cc(C(F)(F)F)c2)cc1
Relative energy (zero: lowest compared OMol25 entry of this formula, charge and spin) = 0.0041 eV
E_HOMO = -8.41 eV
Gap between HOMO and LUMO = 8.86 eV

Element x y z (Å)
O1 3.406 2.447 -1.537
C1 2.648 1.349 -1.303
C2 1.294 1.292 -1.607
C3 0.556 0.153 -1.328
C4 1.155 -0.964 -0.768
C5 0.433 -2.244 -0.424
C6 -0.934 -2.500 -1.066
C7 -0.948 -2.323 -2.598
N1 -2.121 -1.510 -2.810
C8 -2.682 -1.087 -1.656
S1 -4.003 -0.114 -1.571
N2 -1.981 -1.592 -0.608
C9 -2.545 -1.719 0.715
C10 -2.693 -0.373 1.443
C11 -1.412 0.400 1.516
C12 -1.305 1.642 0.904
C13 -0.120 2.360 0.976
C14 -0.046 3.729 0.358
F1 -0.854 3.869 -0.700
F2 -0.391 4.693 1.230
F3 1.188 4.042 -0.074
C15 0.990 1.851 1.635
C16 0.881 0.605 2.231
C17 2.052 0.006 2.959
F4 2.165 -1.314 2.725
F5 3.223 0.556 2.629
F6 1.932 0.132 4.295
C18 -0.311 -0.104 2.195
C19 2.518 -0.901 -0.480
C20 3.257 0.234 -0.730
H1 2.855 3.176 -1.847
H2 0.808 2.144 -2.062
H3 -0.498 0.169 -1.548
H4 1.078 -3.081 -0.702
H5 0.318 -2.288 0.663
H6 -1.227 -3.529 -0.804
H7 -0.040 -1.819 -2.946
H8 -1.041 -3.279 -3.123
H9 -2.364 -1.107 -3.697
H10 -3.545 -2.168 0.646
H11 -1.900 -2.390 1.284
H12 -3.445 0.217 0.921
H13 -3.054 -0.584 2.452
H14 -2.148 2.048 0.365
H15 1.916 2.403 1.673
H16 -0.375 -1.054 2.706
H17 3.004 -1.759 -0.039
H18 4.307 0.282 -0.492


[7]
Computed, not measured: an isolated ion of composition C5H10NO and charge -1, with ωB97M-V with the def2-TZVPD basis set.

Values from the calculation:
SMILES = C=C(N)CCC[O-]
Charge = -1
Relative energy (zero: lowest compared OMol25 entry of this formula, charge and spin) = 1.5763 eV
E_HOMO = -2.39 eV
Gap between HOMO and LUMO = 6.12 eV

Element x y z (Å)
C1 -0.028 0.645 2.602
C2 0.406 0.520 1.292
N1 1.187 1.461 0.545
C3 0.073 -0.751 0.437
C4 -0.794 -0.540 -0.790
C5 -0.190 -0.769 -2.275
O1 -1.038 -0.384 -3.307
H1 -0.243 1.652 2.901
H2 -0.149 -0.202 3.303
H3 0.848 2.461 0.916
H4 1.212 1.399 -0.416
H5 1.023 -1.270 0.088
H6 -0.339 -1.495 1.092
H7 -1.104 0.544 -0.885
H8 -1.712 -1.169 -0.849
H9 0.031 -1.853 -2.479
H10 0.816 -0.248 -2.176


[8]
Computed, not measured: one molecule with the formula C4H7N3O, with ωB97M-V with the def2-TZVPD basis set.

Values from the calculation:
SMILES = [H]/N=C1/NOC[C@@H]2N[C@@H]12
Relative energy (zero: lowest compared OMol25 entry of this formula, charge and spin) = 9.2201 eV
E_HOMO = -8.77 eV
Gap between HOMO and LUMO = 9.42 eV

Element x y z (Å)
H1 3.068 0.941 0.405
N1 2.462 -0.012 0.333
C1 1.284 0.056 -0.264
N2 0.716 -1.331 0.032
O1 -0.587 -1.589 -0.443
C2 -1.505 -0.618 0.354
C3 -0.617 0.476 0.663
N3 -0.560 1.842 -0.113
C4 0.138 0.892 -0.665
H2 1.533 -1.718 -0.824
H3 -1.728 -1.245 1.389
H4 -2.382 -0.529 -0.290
H5 -0.181 0.652 1.695
H6 -1.185 2.012 -0.891
H7 -0.455 0.170 -1.382